Record 1
Molecular formula: C30H34BN14Tl
Method: DFT, ωB97M-V with the def2-TZVPD basis set

The total charge is +3. As for the HOMO energy (alpha / beta): -16.112 / -16.111 eV. The frontier orbital gap (alpha / beta) is 7.18 / 3.50 eV. The spin multiplicity is 2.

Geometry as XYZ:
```
80
Properties=species:S:1:pos:R:3:forces:R:3:mulliken_charge:R:1
Tl 0.02357 -0.86142 0.35995 0.34 -0.80 -0.25 2.46
C -2.80382 0.70068 3.42304 -0.05 0.19 -0.09 -1.58
C -1.75203 -0.13542 3.07734 -0.10 0.33 -0.25 -0.39
N -1.16913 0.30378 1.96454 0.11 0.02 0.23 -0.47
N -1.80803 1.43478 1.58344 -0.22 0.41 0.11 0.52
C -2.80712 1.67508 2.44564 -0.13 -0.25 0.38 -0.02
B -1.19393 2.23838 0.41195 0.56 -1.80 0.10 0.38
N -1.60643 1.51018 -0.89506 0.01 0.51 -0.02 0.63
C -2.38523 1.98848 -1.87536 -0.11 -0.31 -0.42 -0.10
C -2.71552 0.95768 -2.73176 -0.02 0.13 0.19 -1.73
C -2.08782 -0.15462 -2.19525 0.06 0.34 0.22 -0.76
N -1.42622 0.18758 -1.08485 0.17 -0.36 0.21 -0.37
N 0.33617 2.21018 0.65085 -0.20 0.42 -0.06 1.24
C 1.04487 3.19818 1.21824 0.59 -0.10 0.17 -0.14
C 2.31487 2.73408 1.49505 -0.18 0.10 0.01 -1.68
C 2.30847 1.41638 1.06425 -0.38 0.18 -0.07 -0.34
N 1.11227 1.11198 0.55894 0.05 -0.22 -0.19 -0.28
N -1.59362 3.69658 0.26385 -1.91 1.36 2.24 0.55
C -2.34332 4.58118 0.94735 0.65 -3.24 0.51 0.06
C -2.32863 5.78738 0.26275 0.38 1.86 -1.30 -0.82
C -1.49163 5.55578 -0.84806 0.04 0.12 0.11 -0.30
N -1.03483 4.33608 -0.79376 0.97 0.58 -1.78 -0.83
H -3.46012 0.62188 4.26374 -0.16 -0.01 0.19 0.50
H -1.37562 -1.00052 3.58574 0.01 -0.27 0.07 0.62
H -3.48322 2.49468 2.33284 -0.19 0.19 -0.05 0.59
H -2.65153 3.02238 -1.93796 -0.12 0.18 -0.01 0.60
H -3.33182 1.00628 -3.60436 -0.12 0.02 -0.22 0.55
H -2.08643 -1.16012 -2.55955 0.07 -0.32 -0.06 0.74
H 0.62837 4.16748 1.40084 -0.06 0.20 0.01 0.50
H 3.12048 3.26048 1.96004 0.20 0.20 0.05 0.54
H 3.10238 0.69818 1.08785 0.13 -0.19 0.02 0.38
H -2.83353 4.35168 1.86894 -0.14 -0.11 0.29 0.51
H -2.78562 6.71458 0.54274 -0.25 0.22 0.18 0.50
H -1.17523 6.24348 -1.60736 0.05 0.12 -0.21 0.53
C 2.70758 2.89688 -2.41076 -0.01 -0.02 0.16 -1.65
C 3.25147 1.48508 -2.23555 0.73 0.06 -0.42 0.37
C 4.41618 1.25758 -3.22936 -0.26 0.16 0.43 -1.55
C 2.23997 0.40488 -2.43825 -0.39 -0.51 0.33 0.49
C 1.28977 0.45328 -3.46566 0.43 -0.03 0.42 -0.09
C 0.47967 -0.63182 -3.74316 0.02 -0.65 0.30 -0.73
C 0.51247 -1.78702 -2.95686 0.28 0.63 0.12 0.40
C -0.25703 -3.00352 -3.31876 0.00 -0.39 -0.13 -1.65
C 1.38818 -1.81132 -1.84615 -0.15 -0.03 -0.52 -0.86
C 2.28597 -0.75272 -1.64876 -0.17 0.43 -0.41 -0.73
H 3.42098 3.60898 -2.00526 0.05 0.12 0.02 0.42
H 1.75587 3.03298 -1.90045 -0.16 0.05 0.12 0.19
H 2.57307 3.14998 -3.45996 -0.06 -0.03 -0.12 0.43
H 3.68228 1.38228 -1.23306 -0.18 0.02 -0.02 0.29
H 4.05218 1.33478 -4.24926 0.01 -0.01 -0.18 0.39
H 4.87588 0.28398 -3.08815 0.06 -0.13 -0.03 0.39
H 5.16798 2.02298 -3.06445 0.17 0.07 -0.09 0.45
H 1.22607 1.32538 -4.09896 0.06 0.12 -0.07 0.54
H -0.15143 -0.59952 -4.61846 -0.17 -0.04 -0.06 0.45
H -0.67403 -3.49312 -2.43926 -0.15 -0.06 0.02 0.35
H 0.42107 -3.72932 -3.77976 -0.11 0.02 -0.02 0.39
H -1.04163 -2.79192 -4.04135 -0.09 -0.05 0.00 0.42
H 1.54847 -2.75872 -1.34316 -0.01 -0.05 0.12 0.82
H 3.08888 -0.86952 -0.93575 0.08 0.09 0.19 0.83
N -3.41583 -2.05082 0.32725 -0.25 0.25 -0.39 -0.17
C -2.69812 -2.72262 1.21864 0.48 -0.44 0.82 0.37
N -3.34562 -3.45112 2.10385 -0.97 -0.08 0.00 -0.75
C -2.66092 -4.12742 3.02634 0.63 0.84 -1.01 0.33
N -3.27892 -4.83102 3.94284 -0.27 -0.33 0.32 -0.29
N -1.30503 -4.08042 3.05254 0.52 -0.28 0.49 -0.62
C -0.70613 -3.32792 2.17554 -1.02 -0.21 0.10 -0.03
N -1.33243 -2.61162 1.22214 0.51 0.35 -0.48 -0.09
C 0.76607 -3.27372 2.28455 0.61 -0.33 0.32 1.17
C 1.40917 -4.17392 3.12994 -0.06 0.15 -0.19 -0.89
C 2.79238 -4.15722 3.21375 -0.03 0.16 -0.19 -0.50
C 3.49248 -3.23332 2.45045 -0.18 0.01 0.02 -1.25
C 2.77607 -2.35202 1.65474 0.43 0.01 0.05 -0.06
N 1.44857 -2.36982 1.57344 -0.67 0.28 -0.24 -0.06
H -4.41582 -2.20172 0.32765 0.16 0.01 -0.01 0.27
H -2.99402 -1.55462 -0.43865 -0.05 -0.03 0.11 0.06
H -4.28592 -4.89602 3.94374 0.06 0.01 -0.05 0.27
H -2.74892 -5.36592 4.61584 -0.04 0.09 -0.10 0.26
H 0.80918 -4.86872 3.69514 0.02 -0.03 0.00 0.59
H 3.31017 -4.85582 3.85414 0.04 -0.03 0.04 0.49
H 4.57147 -3.18762 2.47614 0.01 0.04 -0.04 0.49
H 3.29118 -1.61062 1.06385 0.04 0.05 -0.04 0.47
```
Forces are in eV/Å.

Record 2
Molecular formula: C30H34BN5O2S
Method: DFT, ωB97M-V with the def2-TZVPD basis set

As for the SMILES: CCOB(O)c1cccc2c1Nc1ccccc1S2.c1cc[nH]c1.c1cc[nH]c1.c1cc[nH]c1.c1cc[nH]c1. As for the HOMO energy: -7.896 eV. The frontier orbital gap is 7.56 eV. The spin multiplicity is 1.

Geometry as XYZ:
```
73
Properties=species:S:1:pos:R:3:forces:R:3:mulliken_charge:R:1
C 3.19064 -3.74488 0.18790 -0.10 0.30 0.64 -0.57
C 3.66445 -2.27984 -0.38064 1.46 -0.92 -0.19 -0.22
O 2.70879 -1.68015 -1.36248 -0.72 2.12 2.70 -0.55
B 1.83413 -0.71392 -0.66212 0.49 1.06 -0.74 0.51
O 1.76718 0.75586 -0.98435 1.59 -3.89 -1.18 -0.54
C 0.88149 -1.21993 0.57744 -2.08 -0.92 3.17 0.51
C 1.55817 -1.11667 2.10349 -3.69 -1.62 0.09 -0.26
C 0.75744 -1.61809 3.47007 -1.59 -0.12 -5.09 -0.50
C -0.75906 -2.22743 3.22552 1.94 1.36 -2.67 -0.54
C -1.42522 -2.30761 1.72974 2.63 1.55 -0.36 0.06
C -0.66707 -1.80058 0.32686 2.39 0.26 4.39 0.11
N -1.33399 -1.91196 -1.02206 -1.89 2.00 2.58 -0.29
C -2.77692 -1.37376 -0.99137 -3.80 1.81 -0.50 0.34
C -3.26300 -0.30497 -2.18174 -3.01 -0.95 3.18 -0.37
C -4.82651 0.27881 -2.13613 0.74 -2.37 2.49 -0.43
C -5.93715 -0.18580 -0.99334 4.31 -1.68 0.16 -0.40
C -5.44910 -1.23719 0.17605 2.65 1.22 -2.72 -0.34
C -3.88794 -1.80044 0.16778 -0.04 2.28 -2.71 0.21
S -3.20210 -2.97676 1.50942 1.17 2.08 -1.24 -0.24
H 2.02312 -3.87442 0.06437 2.49 0.22 0.09 0.20
H 3.80212 -4.61217 -0.34745 -1.52 1.91 1.16 0.28
H 3.40515 -3.78569 1.36076 -0.37 -0.02 -2.62 0.04
H 4.66741 -2.46013 -0.99195 -2.19 0.56 1.24 0.36
H 3.95666 -1.51763 0.48018 -0.86 -1.58 -1.73 0.11
H 2.39119 0.95210 -1.76734 -1.34 -0.48 1.76 0.30
H 2.65151 -0.65846 2.20888 -2.70 -1.06 -0.31 0.20
H 1.28889 -1.49990 4.50589 -1.40 -0.37 -2.18 0.33
H -1.40324 -2.61448 4.14086 1.48 0.93 -2.24 0.27
H -0.87925 -1.33894 -1.76405 -0.02 -0.67 1.02 0.39
H -2.53603 0.06983 -3.03663 -1.63 -0.90 2.03 0.20
H -5.20267 1.06831 -2.94433 1.12 -1.96 1.91 0.27
H -7.04459 0.24095 -1.01056 2.75 -1.06 0.05 0.27
H -6.17075 -1.61858 1.04164 1.80 0.98 -2.15 0.26
C -1.76476 -0.04296 -6.04194 -0.29 -0.10 0.26 -0.33
C -1.33291 0.86870 -7.03473 -0.07 0.33 -0.26 -0.49
C -2.43020 1.60558 -7.42060 0.08 -0.01 -0.06 -0.45
N -3.50986 1.16723 -6.69887 0.05 0.02 0.03 -0.01
C -3.11250 0.16583 -5.85162 -0.04 -0.07 0.05 -0.59
H -1.15794 -0.77219 -5.52106 -0.11 0.08 -0.09 0.46
H -0.32938 0.97655 -7.42559 -0.19 0.00 0.06 0.39
H -2.53513 2.40131 -8.14598 0.06 -0.15 0.12 0.38
H -4.45208 1.52712 -6.77843 0.38 -0.14 0.04 0.20
H -3.82119 -0.31227 -5.18875 0.13 0.02 -0.12 0.47
C 7.41605 -4.04581 3.49128 -0.06 0.39 -0.13 -0.46
C 6.84824 -5.27887 3.89178 -0.34 -0.21 0.08 -0.42
C 5.48673 -5.09398 3.98143 0.02 -0.09 0.05 -0.46
N 5.21370 -3.79138 3.65370 -0.01 -0.01 -0.03 0.04
C 6.38356 -3.14601 3.34800 0.09 0.05 -0.01 -0.38
H 8.46476 -3.83702 3.32413 -0.19 -0.02 0.02 0.39
H 7.37566 -6.20246 4.09250 -0.11 0.16 -0.03 0.39
H 4.69108 -5.77565 4.25094 0.17 0.10 -0.04 0.36
H 4.29293 -3.37234 3.63886 0.33 -0.17 0.01 0.19
H 6.38136 -2.10412 3.05701 0.04 -0.17 0.06 0.37
C 0.45053 3.37116 2.63249 0.10 -0.29 -0.23 -0.71
C -0.16841 3.79744 3.83184 -0.25 0.00 0.32 -0.38
C -1.00991 2.78731 4.24103 -0.07 0.02 0.02 -0.67
N -0.92397 1.76855 3.32809 0.07 0.11 0.01 0.14
C -0.03163 2.11339 2.34659 -0.01 -0.03 -0.09 -0.55
H 1.17117 3.92165 2.04176 -0.12 -0.11 0.07 0.45
H -0.01613 4.73956 4.34244 -0.02 -0.17 -0.06 0.41
H -1.66176 2.70702 5.10069 0.12 0.05 -0.14 0.40
H -1.43791 0.89819 3.37237 0.24 0.23 -0.07 0.22
H 0.18210 1.43674 1.53009 -0.02 0.13 0.12 0.67
C -1.86786 6.00496 -1.95396 -0.23 0.36 0.05 -0.46
C -1.28296 4.82139 -1.44376 0.06 -0.21 0.32 -0.47
C -1.48184 4.81955 -0.08127 0.05 -0.10 0.02 -0.28
N -2.16201 5.96278 0.24903 -0.01 -0.05 -0.07 0.01
C -2.40657 6.68914 -0.88725 -0.01 0.10 -0.09 -0.49
H -1.89442 6.32326 -2.98803 -0.01 -0.03 0.18 0.39
H -0.77229 4.05281 -2.00942 -0.09 0.11 0.12 0.43
H -1.19718 4.10514 0.67962 -0.02 0.11 -0.14 0.28
H -2.44064 6.22830 1.18471 0.12 -0.15 -0.36 0.21
H -2.94017 7.62893 -0.83943 0.11 -0.15 -0.05 0.37
```
Forces are in eV/Å.

Looking at energy above the lowest of the compared OMol25 structures with the same formula, charge and spin for the records above, in order, we have 18.1; 366.1 kcal per mole.